A structure of composition C10H12N3PbS3 in a non-equilibrium geometry. Source: the Open Molecules 2025 dataset; level of theory: ωB97M-V with the def2-TZVPD basis set.

XYZ file:
```
29
Properties=species:S:1:pos:R:3:forces:R:3
Pb -0.426908 1.090020 -1.813354 0.25 -0.01 0.25
C -0.460269 2.939955 0.880650 1.94 1.97 2.75
C 1.063686 3.044669 0.618007 -0.56 -0.10 -0.32
S 1.658843 2.615157 -1.024862 0.06 -1.12 0.06
C 2.916846 1.175674 -0.959407 -0.25 1.73 -0.54
C 2.707985 0.056262 0.073325 -2.43 3.60 1.79
S 1.131567 -0.753184 -0.306469 0.16 -0.99 -0.11
C 0.406821 -1.034974 1.351393 -0.93 2.19 -0.14
C -0.035482 0.353595 2.030069 0.31 -1.45 -2.34
S -1.199988 1.318912 0.847939 0.92 -0.43 1.00
H -0.409224 3.394235 1.964495 -1.00 -1.05 -1.71
H -1.038570 3.653767 0.313909 -0.33 0.00 -0.38
H 1.379507 4.073683 0.590356 -0.23 0.62 0.86
H 1.580627 2.525338 1.420023 0.39 0.07 -0.25
H 2.602143 0.908626 -1.976701 1.29 -0.66 -0.03
H 3.847887 1.820997 -0.953337 -0.63 -1.61 0.10
H 3.481654 -0.667425 0.142037 0.83 -0.37 0.18
H 2.416034 0.636012 1.091229 1.55 -1.69 -2.03
H -0.420596 -1.730433 1.207155 -0.02 0.17 0.05
H 1.131808 -1.503934 1.987316 0.53 -0.33 0.22
H -0.626408 0.158879 2.883101 -0.72 -0.19 0.98
H 0.877488 0.865665 2.345788 -0.51 0.42 -0.29
N -1.552424 -1.504999 -1.626811 1.70 2.21 0.38
C -2.261052 -2.355124 -1.815672 -3.22 -4.40 0.00
C -3.182224 -3.530360 -1.844059 2.50 0.20 2.02
C -3.117541 -4.605234 -0.887299 0.58 5.12 -3.85
N -3.289564 -5.499282 -0.228778 -0.51 -3.80 2.95
C -4.117641 -3.635841 -2.791038 -4.65 -0.73 -3.74
N -5.065005 -3.810655 -3.519002 3.00 0.63 2.14
```
Positions in Å, forces in eV/Å.

## Properties
electronic energy	-52752.36146	eV
gap between HOMO and LUMO	3.42	eV
total charge	+3

Results of the Mulliken charge analysis, in e, for atoms 1 through 8: number 1, Pb, carries 0.81; number 2, C, carries -0.60; number 3, C, carries -0.67; number 4, S, carries -0.05; number 5, C, carries -0.87; number 6, C, carries -0.26; number 7, S, carries -0.06; number 8, C, carries -0.61

A cluster of 3 separate species, C27H55F5N3O4 in total. Source: the Open Molecules 2025 dataset; level of theory: ωB97M-V with the def2-TZVPD basis set.

XYZ file:
```
94
Properties=species:S:1:pos:R:3:forces:R:3
C -4.567330 -6.060296 1.590557 -0.08 0.07 0.13
O -3.526458 -5.644061 0.731482 0.13 -0.06 -0.02
C -2.883040 -4.448678 1.124650 -0.03 0.03 -0.07
C -1.832251 -4.087924 0.087111 0.09 -0.08 0.43
C -1.071549 -2.825128 0.488108 -0.13 0.31 -0.16
C -0.249498 -2.178100 -0.643744 -0.41 -0.15 0.15
C -0.251243 -0.653919 -0.491846 0.13 -0.01 0.03
C 0.852472 0.079930 -1.266972 -0.09 0.01 0.08
C 0.517558 0.337720 -2.750823 0.19 -0.15 0.07
C 0.121538 1.796345 -3.160034 0.00 -0.20 -0.13
C 1.481443 2.504131 -3.395730 -0.01 -0.02 0.05
F 2.354400 2.234531 -2.377189 -0.09 0.01 -0.14
F 2.045393 1.998972 -4.532915 -0.03 0.01 0.13
C 1.566443 4.045415 -3.555520 -0.47 -0.16 0.25
F 2.752427 4.390308 -4.019342 0.50 0.09 -0.23
F 1.405437 4.651007 -2.372937 -0.02 0.04 0.22
F 0.634792 4.514775 -4.380476 -0.15 0.00 -0.21
C -0.615017 1.711630 -4.526470 0.09 -0.25 0.08
C -2.140563 1.754603 -4.420349 -0.24 0.09 -0.09
C -2.714299 0.554489 -3.662201 0.12 -0.10 -0.11
C -2.750058 1.760122 -5.826039 0.15 -0.13 0.00
N -2.479568 3.054783 -3.767209 0.63 0.01 -0.14
O -2.374762 4.063923 -4.543971 -0.21 -0.05 0.04
C -2.040901 3.247418 -2.349448 -0.34 -0.13 0.10
C -3.189267 2.763570 -1.426689 -0.07 0.32 0.00
C -1.862289 4.742630 -2.083879 0.00 -0.14 0.33
C -0.740712 2.433216 -2.030996 0.08 0.28 0.12
H -5.539010 -5.917635 1.103159 0.08 -0.03 0.06
H -4.434680 -7.119317 1.829110 -0.04 0.08 -0.08
H -4.572077 -5.498340 2.533674 0.05 -0.06 -0.11
H -2.410307 -4.582914 2.110512 -0.06 0.05 -0.05
H -3.619828 -3.635161 1.210247 0.06 -0.02 0.03
H -1.143876 -4.936524 0.013246 -0.06 0.06 -0.23
H -2.327350 -3.943780 -0.877524 0.08 -0.07 0.02
H -0.437654 -3.011416 1.361596 -0.03 0.02 -0.04
H -1.800835 -2.060683 0.794198 -0.03 -0.18 0.09
H -0.743839 -2.467009 -1.580304 0.32 0.12 -0.09
H 0.775626 -2.558372 -0.666274 -0.06 -0.03 -0.02
H -1.246248 -0.307136 -0.801375 0.09 0.08 0.08
H -0.162635 -0.400180 0.570841 0.08 -0.07 -0.05
H 1.762832 -0.525179 -1.193032 -0.04 0.10 -0.07
H 1.085029 1.017322 -0.757419 -0.04 -0.07 -0.04
H -0.298030 -0.332674 -3.036296 0.01 0.15 -0.02
H 1.366311 0.045770 -3.378241 -0.15 0.00 0.02
H -0.314162 2.507144 -5.206314 -0.04 0.06 0.09
H -0.336243 0.764715 -5.002991 0.04 0.16 -0.04
H -3.801990 0.522849 -3.765853 0.07 0.06 0.13
H -2.443703 0.528373 -2.608498 -0.07 -0.02 -0.05
H -2.313087 -0.356703 -4.118278 -0.10 0.09 0.01
H -2.720871 0.742485 -6.224994 0.01 0.05 0.02
H -2.195876 2.408214 -6.506824 -0.16 0.02 0.13
H -3.791633 2.083947 -5.783874 0.09 0.01 -0.02
H -3.779178 1.972925 -1.883468 0.09 -0.06 0.12
H -2.796806 2.428616 -0.461609 -0.03 -0.01 -0.10
H -3.874150 3.593708 -1.224964 0.06 -0.10 -0.09
H -2.705533 5.298416 -2.492375 0.11 -0.01 0.00
H -0.932228 5.141043 -2.470139 -0.04 0.06 -0.23
H -1.854453 4.884101 -0.996136 0.05 -0.05 -0.12
H -0.114797 3.084059 -1.414886 -0.02 -0.08 0.00
H -1.029204 1.626030 -1.361677 0.03 0.04 -0.10
C 1.720433 1.873016 4.971963 0.02 0.03 0.05
C 2.036520 2.491284 3.613485 0.00 -0.09 0.07
C 0.799418 2.966744 2.841272 0.06 0.05 -0.04
O 0.042679 1.925703 2.253092 -0.07 0.01 -0.04
C -0.865185 1.266108 3.112913 -0.01 -0.11 -0.11
N 2.854927 1.550862 2.846092 -0.08 -0.03 -0.11
H 1.322055 0.863217 4.868994 -0.02 0.00 -0.03
H 2.629723 1.802659 5.568354 0.01 -0.01 -0.02
H 0.995031 2.472815 5.524620 -0.01 -0.01 0.00
H 2.646250 3.381950 3.793717 -0.02 0.04 -0.03
H 1.131556 3.589068 2.006284 0.00 -0.03 -0.02
H 0.155025 3.586546 3.478747 0.02 -0.02 0.05
H -1.298186 1.950235 3.848686 0.03 0.03 0.01
H -0.391583 0.430328 3.634051 -0.03 0.02 0.07
H -1.668177 0.864545 2.494252 0.00 0.02 -0.02
H 3.191205 1.995379 1.997062 0.07 0.02 0.05
H 2.252523 0.797070 2.522420 0.02 -0.04 0.03
C 4.986619 -3.764849 4.021650 0.00 -0.05 0.06
C 4.113073 -2.534032 4.244233 0.12 -0.03 -0.13
C 2.644959 -2.735078 3.839789 0.02 0.06 0.09
O 2.398631 -2.674764 2.448830 -0.14 -0.01 -0.08
C 2.693361 -3.843718 1.709246 0.03 0.18 -0.06
N 4.736962 -1.384159 3.586682 -0.29 0.01 0.08
H 5.235522 -3.892994 2.968101 -0.02 0.00 -0.01
H 5.925547 -3.655042 4.562851 0.01 0.03 -0.02
H 4.494121 -4.674585 4.371397 0.00 0.00 -0.01
H 4.100923 -2.331771 5.320118 -0.03 0.02 0.02
H 2.056313 -1.917690 4.265333 0.01 0.01 -0.02
H 2.254113 -3.675057 4.253472 0.03 -0.02 -0.01
H 2.483516 -4.754479 2.278264 0.01 0.01 0.05
H 3.736706 -3.849088 1.384897 0.01 -0.13 0.01
H 2.060369 -3.829452 0.821911 -0.01 -0.03 0.01
H 4.222151 -0.535532 3.812674 0.10 0.06 -0.01
H 4.610289 -1.493345 2.584184 0.09 0.00 -0.01
```
Positions in Å, forces in eV/Å.

## Properties
electronic energy	-55136.39946	eV
gap between HOMO and LUMO (alpha / beta)	8.64 / 9.56	eV
ΔE to the lowest compared entry with this formula, charge and spin	0.000	eV
spin multiplicity	2

Results of the Mulliken charge analysis, in e, for atoms 1 through 8: number 1, C, carries -0.73; number 2, O, carries -0.33; number 3, C, carries -0.61; number 4, C, carries -0.59; number 5, C, carries -0.36; number 6, C, carries -0.54; number 7, C, carries 0.14; number 8, C, carries -1.36

A cluster of 2 separate species, C4H13NS in total in a non-equilibrium geometry. Source: the Open Molecules 2025 dataset; level of theory: ωB97M-V with the def2-TZVPD basis set.

XYZ file:
```
19
Properties=species:S:1:pos:R:3:forces:R:3
C 1.004852 -2.184912 1.422540 -0.68 0.50 -0.16
C 2.087223 -1.164599 0.997108 0.76 -2.63 -2.01
S 2.213053 -0.765576 -0.834734 -1.31 -0.46 -0.87
H 0.032480 -1.564062 1.206973 1.29 -1.97 0.39
H 1.104021 -2.299146 2.541410 -0.30 -0.03 -1.12
H 1.073258 -3.256563 0.927962 -0.29 2.51 0.79
H 3.127181 -1.580935 1.151549 -1.10 0.81 0.19
H 1.909475 -0.214601 1.388782 0.01 1.20 1.29
C -3.345384 0.890070 -0.717070 -1.86 1.98 1.56
C -2.604246 2.093394 0.041001 0.68 -2.21 -3.16
N -1.155232 1.981683 -0.003232 0.48 0.87 -1.28
H -4.373123 1.334506 -0.953535 0.90 -1.08 0.57
H -3.012470 0.544652 -1.679260 0.97 0.29 -0.30
H -3.409642 0.028467 -0.047571 -0.29 0.03 -0.15
H -2.864496 2.961375 -0.489838 -0.13 1.32 -1.09
H -3.004199 2.340506 0.972276 -0.44 -0.54 1.98
H 0.918790 -0.922280 -1.459582 1.60 0.09 1.50
H -0.842437 2.099527 -1.017464 -0.40 -0.57 2.12
H -0.835729 1.102268 0.375189 0.14 -0.11 -0.25
```
Positions in Å, forces in eV/Å.

## Properties
electronic energy	-16682.57609	eV
gap between HOMO and LUMO	9.77	eV
ΔE to the lowest compared entry with this formula, charge and spin	1.514	eV
SMILES	CCN.CCS

Results of the Mulliken charge analysis, in e, for atoms 1 through 8: number 1, C, carries -0.69; number 2, C, carries -0.50; number 3, S, carries -0.25; number 4, H, carries 0.14; number 5, H, carries 0.27; number 6, H, carries 0.26; number 7, H, carries 0.29; number 8, H, carries 0.37